# C45H50O25

A cluster of 10 separate species, C45H50O25 in total in a non-equilibrium geometry (wB97M-V/def2-TZVPD, the Open Molecules 2025 dataset).

Output
- gap between HOMO and LUMO (eV) = 5.991
- HOMO energy (eV) = -8.85
- energy above the lowest of the compared OMol25 structures with the same formula, charge and spin (eV) = 2.555
- LUMO level (eV) = -2.86
- SMILES = O=C1C=C(O)C(=O)C=C1O.O=C1C=C(O)C(=O)C=C1O.O=C1C=C(O)C(=O)C=C1O.O=C1C=C(O)C(=O)C=C1O.O=C1C=C(O)C(=O)C=C1O.CC(C)=O.CC(C)=O.CC(C)=O.CC(C)=O.CC(C)=O

Geometry as ORCA input:
```
! RIJCOSX wB97M-V def2-TZVPD def2/J DEFGRID3
* xyz 0 1
H -2.4158 -3.2750 4.5780
C -0.7963 -2.3957 5.0249
C 0.8116 -2.4157 5.2086
H 3.1894 -0.6181 1.4766
H 3.9984 -1.1983 -2.7584
C 2.3827 3.0123 -0.4928
C 2.3208 2.1398 -1.7110
C -3.8403 -0.5964 -1.9133
C 0.6305 1.8864 5.3413
O 3.3105 4.7464 0.7275
H 2.7111 4.2927 6.6927
H -1.1262 -4.2357 3.9205
H 3.4339 -2.6516 -2.1242
O -3.5389 0.8825 -5.4748
H -3.6211 1.4460 -2.6446
O -0.0693 -3.3422 -1.8822
H -0.9150 0.6530 5.2121
O 4.9850 -0.6546 -0.4125
O 0.0301 7.5040 4.6943
H -5.6721 0.8860 1.8919
O -0.3282 3.5139 1.9045
O -1.0959 1.1517 -0.4794
H 0.8670 -8.5759 -2.6947
H 1.1650 -2.6643 4.2951
H -6.2826 -0.0069 0.5605
C -1.4676 -3.6649 4.7398
H -5.4153 -1.1860 4.1289
O -3.7948 -0.2976 -0.7420
H 5.4344 3.0459 -2.9091
H 1.4350 -5.4127 -5.2545
H 5.2063 5.8032 -0.5338
C -3.6496 -2.4363 -3.6981
C 0.9602 2.9036 6.1603
C 2.8609 -1.0454 0.4928
C -5.2102 -1.1675 1.9824
O 3.4504 1.2522 -3.5020
C -0.1977 5.2920 3.3592
C -3.4264 -1.4515 -4.7654
H 0.0903 7.7910 0.2225
C -0.2051 4.6791 2.1003
H 0.7938 -2.3600 -7.3048
C 1.0282 -6.0206 -4.6806
O -1.1106 -4.1091 0.5553
C 3.1063 3.2520 4.6486
C -0.9426 -2.9153 0.2904
H 1.0817 0.7128 3.5360
O 2.9760 -6.5903 -3.6635
O 5.5141 5.0159 -1.1097
H 2.3000 -1.9064 0.6976
H 1.4552 2.9976 0.4147
H -1.5094 -4.3330 5.6664
C 1.8913 -6.9594 -3.9842
C -0.5311 -0.8899 -1.3320
O 1.1975 1.5887 -2.2607
C 0.1853 7.0252 1.0689
O 0.4289 -2.2027 -4.2431
C 0.1006 7.6169 2.3104
H -3.2600 1.7584 -5.1619
H 0.6985 0.2731 -6.2499
C 0.0132 -2.4582 -6.5957
C -1.0058 -0.5013 1.1102
H -3.5526 -3.5206 -3.8271
H -0.5265 5.5057 -1.0830
C -0.9524 -0.0023 -0.2283
O 0.3769 3.2866 7.1551
H -1.5217 -2.3608 2.2217
H -4.1550 -2.4111 -0.3543
H 1.2028 -1.4158 5.3113
H 0.2364 -2.9890 -2.6060
C -1.0988 -2.0099 1.3695
H -0.3550 0.1844 -4.9502
H 0.5959 8.1721 4.5537
C 3.3981 3.9550 -0.3219
O 0.3644 8.8201 2.4069
H 0.5403 1.5267 -1.6838
C 0.3119 -1.5733 -5.3487
C 4.5899 3.0611 -2.4297
C -6.1339 -0.0766 1.5684
O -4.0058 -2.9021 -1.1706
C -3.4432 -0.0893 -4.5235
C -0.0773 6.7477 3.4622
H -4.2303 -2.0749 3.6635
O -1.3181 0.4157 2.1181
H 2.0195 -0.4008 0.1162
C 3.4882 2.0535 -2.5918
H 1.1276 -3.1178 5.9596
H 0.1246 -6.4414 -5.2676
H -0.1186 -0.2586 -2.2615
C -0.6168 -2.4181 -1.0919
O -0.5954 5.0127 -0.3360
C 2.8193 1.9744 3.9000
H -0.1667 4.6202 4.2247
C -3.6894 0.3184 -2.9768
C -0.0668 5.5082 0.9346
H 2.5387 -1.2710 -2.3570
H -3.8003 -0.3501 3.4880
H 4.7273 3.4792 3.5799
H 2.2591 -8.9973 -3.9194
O 3.3975 1.6377 2.9117
C -3.9308 -1.9585 -2.1901
C 1.5375 1.3559 4.2096
O -1.3670 -1.3519 5.2143
H 0.6055 -8.7256 -4.5729
C 2.3514 3.4879 5.9543
H -0.7334 -2.1185 -7.1602
O 4.3561 3.9186 4.4078
O -5.0359 -2.1594 1.2421
C 0.4416 -0.0999 -5.3222
H -0.0846 -3.4141 -6.4229
H -7.1729 -0.0729 1.9735
C 3.3759 -1.6766 -1.9289
H 0.5268 -5.6023 -3.8910
C 4.5247 4.0843 -1.2789
C 1.2768 -8.4554 -3.7103
C -4.6547 -1.1559 3.4362
C 3.9000 -1.1731 -0.6366
H -1.5628 1.1372 1.6698
O -0.6605 1.4362 5.5316
H 1.1529 0.1919 -4.5919
O -3.1564 -1.8305 -5.9836
*
```

Atom charges from the Löwdin analysis, given in e for atoms 1 to 8:
1 H 0.043
2 C -0.446
3 C 0.030
4 H 0.084
5 H 0.116
6 C 0.078
7 C -0.118
8 C -0.482